Entry 1:
12 unconnected molecules or ions with the total composition C40H112N8O16 at a distorted geometry. Source: the Open Molecules 2025 dataset; level of theory: ωB97M-V/def2-TZVPD.

XYZ file:
```
176
Properties=species:S:1:pos:R:3:lowdin_charge:R:1
C 1.94857 -3.52364 3.96071 -0.09
O 1.74621 -3.54165 2.55272 -0.20
C 2.96245 -3.91553 1.91160 -0.23
C 2.69729 -3.87548 0.46457 -0.44
C 2.30569 -2.47466 0.01474 -0.05
N 1.64206 -4.79991 0.04546 0.05
H 0.96333 -3.42298 4.48033 0.10
H 2.53185 -2.69560 4.26469 0.05
H 2.39695 -4.48729 4.24893 0.09
H 3.83102 -3.27034 2.22646 0.15
H 3.23489 -4.93393 2.23070 0.12
H 3.62612 -4.27790 -0.01809 0.15
H 3.10368 -1.75273 0.26074 0.07
H 1.38993 -2.22719 0.52114 0.06
H 2.11135 -2.52362 -1.04333 0.07
H 0.78357 -4.74375 0.59821 0.06
H 1.88556 -5.83372 0.08089 0.12
C 8.35501 2.08183 -0.73507 -0.11
O 7.32026 1.33337 -1.32252 -0.27
C 6.91923 0.26035 -0.45083 -0.17
C 6.10620 -0.63906 -1.43777 -0.42
C 4.92672 0.04799 -1.99228 -0.08
N 5.67105 -1.78871 -0.60668 0.05
H 8.06581 2.56119 0.21238 0.10
H 8.70799 2.81437 -1.45233 0.09
H 9.09386 1.28574 -0.53239 0.09
H 7.80926 -0.33035 -0.12778 0.13
H 6.34017 0.64557 0.37349 0.08
H 6.74114 -0.92403 -2.32385 0.15
H 4.29641 -0.67306 -2.55433 0.09
H 5.22041 0.87116 -2.69795 0.10
H 4.33204 0.45414 -1.18470 0.06
H 4.79577 -2.15518 -0.88105 0.01
H 6.42394 -2.49643 -0.64768 0.09
C -3.39004 1.73528 3.50047 -0.09
O -3.61195 1.01522 4.68570 -0.20
C -2.50176 1.02291 5.49000 -0.26
C -2.82472 0.32769 6.78811 -0.43
C -3.21742 -1.14090 6.62749 -0.06
N -3.88432 1.04309 7.53350 0.04
H -4.29959 1.64269 2.89756 0.10
H -2.55454 1.25816 2.99541 0.06
H -3.21992 2.79247 3.68966 0.09
H -1.58118 0.56718 4.98514 0.13
H -2.24467 2.11973 5.66304 0.14
H -1.99639 0.27693 7.46104 0.12
H -3.48733 -1.55435 7.57109 0.07
H -2.45884 -1.71031 6.11429 0.07
H -4.07536 -1.15907 5.94018 0.08
H -3.65580 2.01642 7.70444 0.07
H -4.73185 0.97753 6.98456 0.07
C -1.09319 3.60641 1.33245 -0.10
O -1.67584 4.82890 1.76269 -0.17
C -1.98421 5.65147 0.62977 -0.22
C -2.47124 6.99962 1.06259 -0.45
C -2.71387 7.82416 -0.21774 -0.07
N -1.37784 7.61788 1.77537 0.03
H -0.14517 3.64662 0.80572 0.09
H -1.84641 3.10145 0.70613 0.08
H -0.96307 3.02005 2.20921 0.06
H -1.10604 5.74608 0.00846 0.13
H -2.64704 5.15161 -0.03104 0.10
H -3.42594 6.89245 1.64306 0.15
H -1.82915 7.82595 -0.80930 0.06
H -2.88279 8.90879 0.05095 0.09
H -3.55906 7.39252 -0.82361 0.09
H -1.15951 7.07574 2.60658 0.07
H -1.55730 8.55782 2.14686 0.08
C -7.22961 -4.84544 -2.20887 -0.11
O -6.83338 -3.56339 -2.66747 -0.19
C -5.42739 -3.34108 -2.65965 -0.22
C -5.14988 -1.92062 -3.06705 -0.40
C -5.21801 -1.82056 -4.55731 -0.06
N -3.81730 -1.39830 -2.58850 0.07
H -8.32122 -4.87694 -2.10911 0.09
H -6.91458 -4.96500 -1.15815 0.08
H -6.77002 -5.65588 -2.83448 0.10
H -4.99505 -3.56812 -1.68734 0.10
H -4.93770 -4.02164 -3.41814 0.14
H -5.89409 -1.28615 -2.59734 0.14
H -5.05400 -0.81274 -4.91695 0.07
H -6.24917 -2.09132 -4.86360 0.10
H -4.47571 -2.49316 -5.01028 0.09
H -3.06337 -1.92348 -3.07573 0.08
H -3.72313 -1.63180 -1.63045 0.05
C 2.52707 -0.26978 5.54935 -0.12
O 3.24080 -0.31230 4.32555 -0.21
C 2.65793 0.44437 3.30663 -0.22
C 3.65272 1.45160 2.70426 -0.41
C 2.93893 2.58272 1.92208 -0.05
N 4.54818 0.81771 1.75771 0.04
H 3.12691 -0.90322 6.24206 0.10
H 1.55948 -0.74993 5.54926 0.06
H 2.38579 0.79862 5.90450 0.11
H 2.19974 -0.17771 2.50129 0.13
H 1.80929 1.00830 3.76448 0.12
H 4.25583 1.83896 3.54194 0.15
H 3.72130 3.36141 1.77223 0.08
H 2.05461 2.93260 2.47381 0.07
H 2.64730 2.25851 0.91826 0.07
H 3.98239 0.34881 1.06331 0.05
H 5.01837 0.01475 2.19710 0.09
C -1.40308 -6.49806 2.34960 -0.11
O -1.55050 -5.25592 1.70753 -0.22
C -2.06035 -4.21674 2.48840 -0.19
C -2.41717 -3.01552 1.55644 -0.41
C -2.75579 -1.73475 2.27745 -0.07
N -3.45057 -3.29646 0.54228 0.06
H -2.32793 -6.84271 2.86904 0.10
H -0.49381 -6.56883 3.01912 0.11
H -1.32674 -7.29042 1.59826 0.08
H -3.00404 -4.60417 2.90871 0.13
H -1.43970 -3.93096 3.34052 0.12
H -1.45525 -2.76692 1.07676 0.11
H -3.64249 -1.69454 2.90540 0.08
H -2.92863 -0.90779 1.53471 0.08
H -2.03815 -1.32034 2.95206 0.06
H -4.35741 -3.31995 1.00992 0.08
H -3.34065 -4.30485 0.33993 0.08
C -0.56253 0.07159 0.66300 -0.12
O 0.28993 0.63287 -0.31337 -0.16
C -0.40402 0.38823 -1.50366 -0.24
C 0.43141 0.51781 -2.74921 -0.40
C 1.08670 1.89930 -2.73292 -0.03
N -0.32589 0.14294 -3.92418 0.08
H -0.20615 0.36920 1.64084 0.09
H -0.60029 -1.00716 0.62703 0.05
H -1.60770 0.42495 0.48262 0.09
H -0.77039 -0.62057 -1.54091 0.10
H -1.20382 1.12261 -1.57523 0.11
H 1.30455 -0.12634 -2.55624 0.14
H 1.98184 1.96333 -3.33433 0.07
H 1.40195 2.00720 -1.70409 0.06
H 0.38460 2.67935 -2.98180 0.08
H -1.18802 0.66652 -3.97539 0.07
H -0.68311 -0.80606 -3.98159 0.07
O 4.29702 5.47744 -1.79991 -0.06
C 4.18331 4.14299 -1.33084 -0.25
C 5.51048 3.57556 -0.99193 -0.26
O 6.34625 3.71286 -2.13015 -0.08
H 5.13918 5.57524 -2.24285 0.07
H 3.54205 4.23433 -0.45885 0.10
H 3.68599 3.56680 -2.11504 0.11
H 5.45702 2.51906 -0.61958 0.11
H 5.93830 4.20267 -0.20549 0.13
H 6.29948 2.91342 -2.70064 0.10
O -1.24214 -2.90680 -3.27542 -0.12
C -0.90224 -3.38508 -1.93596 -0.19
C -1.11995 -4.88768 -1.74748 -0.23
O -0.21685 -5.68613 -2.50281 -0.05
H -1.12070 -3.65661 -3.89869 0.11
H 0.12576 -3.11747 -1.74505 0.09
H -1.43689 -2.69032 -1.29931 0.08
H -2.10074 -5.25961 -2.07312 0.13
H -1.10386 -5.10881 -0.68586 0.08
H 0.64563 -5.55653 -2.14911 0.04
O 2.22925 2.99142 -8.51448 -0.10
C 2.42995 1.84509 -7.66995 -0.25
C 1.15237 1.60110 -6.82465 -0.30
O 1.35452 0.29724 -6.42241 -0.09
H 3.06373 3.08940 -9.00398 0.08
H 2.71481 0.99905 -8.25234 0.10
H 3.28845 2.05785 -6.92200 0.14
H 0.28231 1.76208 -7.52800 0.12
H 0.96148 2.42364 -6.08509 0.12
H 0.76362 0.24506 -5.62712 0.05
O -3.21221 1.21722 -2.74428 -0.14
C -4.46945 1.89888 -2.73326 -0.24
C -4.47766 2.84376 -1.57509 -0.26
O -3.96922 2.30453 -0.37041 -0.07
H -3.34946 0.24271 -2.74970 0.02
H -4.60566 2.43338 -3.69018 0.12
H -5.32108 1.18544 -2.69586 0.12
H -5.41804 3.39351 -1.45304 0.13
H -3.78516 3.62405 -1.90717 0.11
H -3.26187 1.76537 -0.71187 0.03
```

Values from the calculation:
- total energy (eV) = -87970.10390
- maximum force (eV/A) = 3.46
- E_LUMO (eV) = 0.2
- HOMO-LUMO gap (eV) = 9.37
- HOMO level (eV) = -9.12
- relative energy (zero: lowest compared OMol25 entry of this formula, charge and spin) (kcal per mole) = 243.6
- multiplicity = 1

***

Entry 2:
A molecular structure, C8H13N3O2 at a distorted geometry. Source: the Open Molecules 2025 dataset; level of theory: ωB97M-V/def2-TZVPD.

XYZ file:
```
26
Properties=species:S:1:pos:R:3:lowdin_charge:R:1
C -1.65509 -0.18695 1.51310 -0.01
C -0.36015 0.51655 -0.56585 -0.30
C -2.92800 0.26862 1.84338 -0.16
C 0.11169 -0.91112 0.84870 -0.11
C 2.36706 0.43439 -2.00965 -0.04
C -2.17026 -1.35038 -0.61227 0.10
C 1.29906 1.33132 0.90408 0.09
C 2.07147 -0.34039 -0.75133 -0.09
N -0.31027 -0.38336 2.13461 0.30
N -1.20451 -0.53107 0.16032 -0.03
N 0.84203 0.16573 0.11759 -0.09
O -0.66426 1.25234 -1.39222 0.37
O -3.91784 0.17329 1.16900 0.20
H -3.02171 0.81308 2.79590 0.17
H 0.33101 -1.95704 0.87363 0.20
H 1.43067 0.73077 -2.52969 0.09
H 2.81878 1.41486 -1.62953 0.11
H 3.19249 -0.06801 -2.58252 0.14
H -2.82434 -0.70551 -1.11377 0.10
H -1.63262 -1.94979 -1.37353 0.14
H -2.74487 -1.87164 0.21851 0.16
H 0.50107 1.96836 1.01303 0.10
H 1.62710 1.01505 1.84970 0.12
H 2.16048 1.77991 0.34938 0.15
H 2.99948 -0.32426 -0.13824 0.17
H 1.68152 -1.28478 -1.09235 0.13
```

Values from the calculation:
- total energy (eV) = -17047.68830
- maximum force (eV/A) = 10.15
- E_LUMO (eV) = -10.7
- HOMO-LUMO gap (eV) = 8.23
- HOMO level (eV) = -18.97
- relative energy (zero: lowest compared OMol25 entry of this formula, charge and spin) (kcal per mole) = 130.2
- total charge = +2
- multiplicity = 1

***

Look up the HOMO-LUMO gap of the second one.
8.23 eV